(1)
ORCA calculation (ωB97M-V/def2-TZVPD) on a cluster of 2 separate species, C4H9N4O in total at a distorted geometry.

The geometry in XYZ format:
```
18
Properties=species:S:1:pos:R:3:forces:R:3
C -1.7103 0.2287 -0.8151 -1.68 -0.89 -4.31
C 2.1406 0.1751 -1.1550 1.86 -0.01 0.49
C 1.3938 -1.1337 0.8358 -0.23 0.83 -1.20
C 1.3218 -0.7258 -0.6249 -0.33 -0.16 0.61
N -1.7297 -1.0641 -0.7462 0.02 -0.45 -1.37
N -1.2688 -0.2602 1.2163 -1.14 0.23 0.50
N -1.5225 0.7121 0.3882 0.59 -1.43 2.03
N -1.6088 1.9546 0.7517 0.76 0.82 3.08
O -1.4323 -1.4027 0.4951 -0.33 2.31 0.44
H 2.2631 0.2952 -2.2619 -0.23 0.32 1.28
H -1.9660 0.7928 -1.7664 0.51 -0.73 1.57
H 2.9529 0.5898 -0.3999 -1.69 -0.50 -2.03
H 0.4850 -0.7581 1.3486 1.76 0.04 0.37
H 2.3728 -0.7422 1.1725 -0.79 -0.72 0.67
H 1.2215 -2.2062 0.8062 0.72 -0.31 0.61
H 0.5675 -1.3136 -1.1507 0.49 0.36 -0.65
H -1.8552 2.6844 0.1585 -0.42 0.81 -1.76
H -1.6257 2.1738 1.7473 0.13 -0.50 -0.34
```
Forces are in eV/Å.

Properties
- Energy above the lowest of the compared OMol25 structures with the same formula, charge and spin: 178.7 kcal per mole
- Total charge: +1
- Highest occupied orbital energy: -13.108 eV
- Frontier orbital gap: 7.2 eV
- Lowest unoccupied orbital energy: -5.9094 eV



(2)
ORCA calculation (ωB97M-V/def2-TZVPD) on an isolated molecule of C3H6N2O2 at a distorted geometry.

The geometry in XYZ format:
```
13
Properties=species:S:1:pos:R:3:forces:R:3
C 2.2312 0.0028 -0.1450 0.64 -3.93 -0.42
N 1.0549 0.0273 0.6796 -1.72 1.30 1.32
O 0.0784 -1.0274 0.4905 -0.02 -0.63 -0.74
N -0.8334 -0.0471 -0.0821 -0.73 -1.83 0.67
C -2.2479 -0.3687 -0.0087 -0.41 -1.43 -0.53
C 0.0326 0.9413 0.2101 1.94 1.53 -0.58
O 0.1337 2.1020 -0.0897 -0.50 -0.30 0.54
H 2.5943 -1.1435 -0.2185 -1.12 2.52 -0.18
H 1.9435 0.4247 -1.0796 0.53 0.10 -1.17
H 3.1084 0.4579 0.2683 -0.02 0.75 0.60
H -2.6894 -0.6430 -0.9883 0.90 -0.62 0.32
H -2.4951 -1.1378 0.7673 0.75 0.46 -0.76
H -2.9114 0.4114 0.1960 -0.24 2.06 0.93
```
Forces are in eV/Å.

Properties
- SMILES: Cn1on(C)c1=O
- Energy above the lowest of the compared OMol25 structures with the same formula, charge and spin: 131.6 kcal per mole
- Highest occupied orbital energy: -9.264 eV
- Frontier orbital gap: 10.2 eV
- Lowest unoccupied orbital energy: 0.8898 eV



(3)
ORCA calculation (ωB97M-V/def2-TZVPD) on an isolated molecule of C5H12N2O2 at a distorted geometry.

The geometry in XYZ format:
```
21
Properties=species:S:1:pos:R:3:forces:R:3
C 1.5408 -1.9382 -1.8722 -0.49 0.39 -0.48
O 1.5109 -1.7497 -0.4735 -1.52 1.15 1.69
N 0.3822 -0.8954 0.0692 2.52 -2.56 -1.60
C -0.8583 -1.6383 0.1098 0.07 -0.16 0.03
C 0.5376 0.4076 -0.2430 -2.49 2.76 1.85
O 1.3074 0.9452 -0.9944 0.12 -0.39 -0.04
N -0.4883 1.1964 0.5486 1.58 -1.41 -1.90
C -0.6011 0.9933 1.9719 -0.05 0.02 0.12
C -0.6302 2.5703 0.1282 0.16 -0.06 -0.10
H 2.4111 -2.5712 -2.0531 -0.09 0.03 0.12
H 0.6445 -2.4538 -2.2404 0.10 0.01 0.03
H 1.6641 -0.9885 -2.4011 0.00 -0.13 0.06
H -0.7757 -2.4236 0.8622 -0.04 0.05 -0.04
H -1.0657 -2.0959 -0.8612 -0.03 0.04 0.03
H -1.6738 -0.9675 0.3632 0.06 0.06 0.00
H -1.6491 1.0679 2.2845 0.09 0.04 0.02
H -0.2315 0.0131 2.2609 0.04 0.00 -0.01
H -0.0244 1.7604 2.5014 -0.01 -0.06 0.17
H -0.4857 2.6233 -0.9493 -0.08 0.10 0.05
H 0.1168 3.2176 0.6017 -0.02 0.10 0.01
H -1.6315 2.9270 0.3865 0.09 0.00 -0.03
```
Forces are in eV/Å.

Properties
- SMILES: CON(C)C(=O)N(C)C
- Energy above the lowest of the compared OMol25 structures with the same formula, charge and spin: 80.4 kcal per mole
- Highest occupied orbital energy: -8.882 eV
- Frontier orbital gap: 9.8 eV
- Lowest unoccupied orbital energy: 0.8753 eV



(4)
ORCA calculation (ωB97M-V/def2-TZVPD) on an isolated molecule of C3H5NO at a distorted geometry.

The geometry in XYZ format:
```
10
Properties=species:S:1:pos:R:3:forces:R:3
O -2.2309 -0.0627 -0.2035 2.58 -0.55 0.03
C -1.0105 -0.0744 -0.1227 -2.91 0.62 0.59
C 0.0017 1.0596 -0.0552 -1.06 1.41 1.42
N 1.0024 0.0703 -0.4539 0.87 -0.39 -0.14
C 0.1480 -1.0701 -0.0565 -0.65 -0.57 -0.27
H -0.2731 1.9671 -0.6694 0.84 -1.06 0.28
H 0.1185 1.4281 1.0498 -0.27 -0.65 -1.76
H 1.7885 0.0738 0.1668 0.71 0.35 -0.10
H 0.3034 -1.3825 0.9809 -0.10 0.17 0.19
H 0.1521 -2.0092 -0.6363 0.00 0.68 -0.24
```
Forces are in eV/Å.

Properties
- SMILES: O=C1CNC1
- Energy above the lowest of the compared OMol25 structures with the same formula, charge and spin: 37.5 kcal per mole
- Highest occupied orbital energy: -9.841 eV
- Frontier orbital gap: 10.5 eV
- Lowest unoccupied orbital energy: 0.6452 eV



(5)
ORCA calculation (ωB97M-V/def2-TZVPD) on a cluster of 2 separate species, C8H16O2 in total at a distorted geometry.

The geometry in XYZ format:
```
26
Properties=species:S:1:pos:R:3:forces:R:3
C -0.0947 -1.0040 0.4916 0.15 -0.15 0.35
C -0.8884 -0.1159 -0.4690 -0.23 -0.18 -0.24
C -0.7488 1.3606 -0.0922 0.01 0.37 -0.10
C -1.1787 1.5994 1.3567 -0.16 0.24 0.08
C -0.3850 0.7113 2.3173 0.12 0.09 0.24
C -0.5246 -0.7651 1.9405 -0.09 -0.25 0.18
H 0.9818 -0.7653 0.3934 -0.67 -0.29 0.22
H -0.2289 -2.0699 0.2246 -0.01 0.37 0.22
H -1.9574 -0.3990 -0.4180 0.34 0.09 -0.08
H -0.5465 -0.2782 -1.5093 -0.77 0.06 0.80
H -1.3512 1.9877 -0.7772 0.24 -0.22 0.25
H 0.3108 1.6605 -0.2055 -0.71 0.05 0.27
H -1.0446 2.6653 1.6237 -0.12 -0.45 -0.10
H -2.2551 1.3607 1.4549 0.32 0.15 0.00
H 0.6840 0.9944 2.2664 -0.36 -0.08 0.08
H -0.7269 0.8735 3.3576 0.20 -0.05 -0.43
H 0.0778 -1.3923 2.6255 -0.31 0.24 -0.27
H -1.5842 -1.0650 2.0538 0.34 0.05 0.05
C 1.3505 -1.6567 -2.3082 0.11 -1.11 -0.04
O 1.0629 -0.3154 -2.7206 0.74 0.14 0.07
C 1.4924 0.6278 -1.8658 0.59 0.05 -0.03
O 2.0744 0.4266 -0.8274 0.09 0.24 -1.25
H 0.9512 -2.3290 -3.0861 0.15 0.50 0.26
H 0.8676 -1.9041 -1.3478 0.34 0.25 -0.68
H 2.4349 -1.8340 -2.2126 -0.42 0.27 -0.04
H 1.2267 1.6262 -2.2663 0.10 -0.37 0.18
```
Forces are in eV/Å.

Properties
- SMILES: C1CCCCC1.COC=O
- Energy above the lowest of the compared OMol25 structures with the same formula, charge and spin: 28.4 kcal per mole
- Highest occupied orbital energy: -10.277 eV
- Frontier orbital gap: 11.2 eV
- Lowest unoccupied orbital energy: 0.9385 eV



(6)
ORCA calculation (ωB97M-V/def2-TZVPD) on a structure of composition C39H31ClLuN3O5P at a distorted geometry.

The geometry in XYZ format:
```
81
Properties=species:S:1:pos:R:3:forces:R:3
Lu -0.0643 -0.3638 -0.4144 0.80 1.95 -0.07
O -0.0043 2.0914 3.1247 0.08 0.08 -0.05
C 0.2004 1.4532 2.1192 -0.04 -0.05 0.03
N -0.7042 1.0309 1.1727 -0.35 0.45 0.75
C -2.0326 1.3185 1.3800 -0.07 0.10 0.00
O -2.5225 2.0969 2.1642 -0.02 -0.02 -0.06
C -2.9725 0.5253 0.4776 -0.27 0.06 0.05
C -4.3361 0.6751 0.6897 -0.01 0.01 0.01
C -5.2265 -0.0257 -0.1037 0.14 -0.02 -0.03
C -4.7187 -0.8420 -1.1039 -0.05 0.05 0.04
C -3.3492 -0.9385 -1.2515 0.10 -0.19 -0.17
N -2.4796 -0.2853 -0.4732 -0.04 0.27 0.46
C 1.6249 0.9696 1.8620 0.14 0.03 0.17
C 2.6099 1.3713 2.7522 0.00 0.01 0.01
C 3.8915 0.8693 2.6167 -0.11 -0.02 -0.09
C 4.1448 -0.0369 1.5965 0.01 0.01 0.06
C 3.1161 -0.3715 0.7394 0.03 -0.04 -0.14
N 1.8798 0.1292 0.8464 0.02 0.20 0.42
H -4.6567 1.3376 1.4806 0.02 0.02 0.00
H -6.2933 0.0660 0.0501 -0.01 0.01 -0.01
H -5.3717 -1.3911 -1.7670 0.03 -0.04 -0.01
H -2.9270 -1.5740 -2.0206 0.00 0.05 -0.01
H 2.3320 2.0538 3.5420 -0.01 0.00 0.00
H 4.6750 1.1683 3.2994 0.01 -0.01 0.01
H 5.1219 -0.4804 1.4718 -0.01 -0.01 -0.05
H 3.2845 -1.0695 -0.0727 0.02 0.00 0.02
Cl 1.9579 0.1166 -2.2623 0.69 -0.18 -0.29
C 1.6604 1.3148 -3.4966 -0.41 0.46 -0.25
C 2.6022 1.4960 -4.4944 0.17 -0.18 0.07
C 2.3604 2.4408 -5.4771 0.00 -0.01 0.02
C 1.1934 3.1917 -5.4558 -0.10 0.06 0.00
C 0.2668 3.0006 -4.4464 0.12 -0.07 -0.02
C 0.4871 2.0549 -3.4474 -0.04 -0.20 0.22
P -0.7309 1.7951 -2.0916 -0.14 0.99 -1.01
C -2.2347 1.4935 -3.0827 -0.03 -0.07 0.07
C -2.1489 0.6287 -4.1751 0.01 0.07 0.10
C -3.2848 0.3018 -4.8977 0.01 -0.03 -0.04
C -4.5130 0.8438 -4.5451 -0.02 -0.01 -0.01
C -4.6073 1.6887 -3.4496 -0.05 -0.01 0.02
C -3.4776 1.9981 -2.7070 0.08 -0.04 0.04
C -0.8785 3.5052 -1.4711 0.02 -0.23 0.25
C -1.6890 4.4867 -2.0374 0.07 0.02 0.00
C -1.6838 5.7711 -1.5161 -0.05 -0.01 -0.06
C -0.8723 6.0868 -0.4364 0.01 0.02 0.02
C -0.0525 5.1185 0.1225 0.04 0.02 0.04
C -0.0599 3.8323 -0.3900 -0.06 -0.02 -0.08
H 3.5094 0.9074 -4.5037 -0.01 -0.01 0.01
H 3.0887 2.5890 -6.2623 0.01 -0.01 0.00
H 1.0039 3.9271 -6.2258 0.02 0.00 -0.01
H -0.6426 3.5857 -4.4234 0.00 0.03 -0.04
H -1.1881 0.2161 -4.4599 -0.01 -0.02 -0.05
H -3.2089 -0.3681 -5.7441 0.00 0.01 -0.01
H -5.3955 0.6072 -5.1247 0.00 0.00 0.00
H -5.5650 2.1067 -3.1674 0.00 -0.01 0.01
H -3.5621 2.6307 -1.8318 -0.05 0.01 -0.03
H -2.3249 4.2575 -2.8814 -0.01 0.02 0.00
H -2.3226 6.5257 -1.9556 0.01 0.02 0.01
H -0.8834 7.0884 -0.0282 0.01 0.01 0.00
H 0.5820 5.3590 0.9647 -0.01 0.00 0.01
H 0.5693 3.0690 0.0520 0.01 0.07 0.01
C -3.4421 -6.4847 -3.6072 -0.10 -0.12 -0.03
O -2.4393 -5.4762 -3.5988 0.00 0.08 -0.02
C -2.1845 -4.8342 -2.4529 0.13 0.05 0.23
C -2.7682 -5.1761 -1.2169 -0.17 -0.19 -0.04
C -2.4371 -4.4564 -0.1031 0.09 0.11 0.06
C -1.5362 -3.3728 -0.1359 0.21 0.15 -0.29
C -1.1622 -2.6994 1.0760 0.01 -0.40 0.16
C -1.7827 -3.0827 2.3916 0.13 0.10 0.01
O -0.2883 -1.7983 1.1000 -0.44 -0.96 0.88
C -0.9540 -3.0127 -1.4035 -0.35 -0.83 -0.07
O -0.1677 -1.9791 -1.5558 -0.35 -1.78 -1.11
C -1.2830 -3.7854 -2.5212 0.14 0.20 -0.09
H -3.5738 -6.7619 -4.6486 0.01 0.00 0.01
H -4.3859 -6.1050 -3.2110 0.02 0.01 -0.03
H -3.1316 -7.3628 -3.0379 0.04 0.04 0.02
H -3.4481 -6.0106 -1.1325 -0.01 0.03 -0.01
H -2.8765 -4.7424 0.8425 -0.01 -0.01 -0.01
H -2.8706 -3.0522 2.3378 -0.01 -0.02 -0.02
H -1.4391 -2.3874 3.1534 0.00 -0.01 -0.01
H -1.4823 -4.0928 2.6731 -0.03 -0.02 -0.01
H -0.8266 -3.5352 -3.4700 -0.04 0.01 -0.01
```
Forces are in eV/Å.

Properties
- Energy above the lowest of the compared OMol25 structures with the same formula, charge and spin: 12.8 kcal per mole
- Total charge: +1
- Highest occupied orbital energy: -11.120 eV
- Frontier orbital gap: 8.6 eV
- Lowest unoccupied orbital energy: -2.5473 eV